(1)
75
Properties=species:S:1:pos:R:3:lowdin_charge:R:1 method="wB97M-V/def2-TZVPD" max_force_ev_per_a=3.7 homo_lumo_gap_ev="5.071 / 5.365" total_charge=+3 total_energy_ha=-5530.4802 multiplicity=6 e_homo_ev="-15.875 / -15.878"
Sm -0.09 0.05 0.20 1.252
Se -1.34 -2.64 -2.08 0.946
S -0.63 1.12 5.09 1.174
P 1.42 2.66 0.80 0.734
P -3.01 0.54 0.28 0.700
P -0.08 1.49 -2.18 0.679
N 0.06 0.28 2.68 -0.105
N -1.37 2.24 2.80 0.087
C 0.73 -4.60 -2.58 -0.146
C 1.92 -1.34 3.25 -0.035
C 2.35 -0.58 -0.43 -0.132
C -1.22 0.68 -3.37 -0.267
C 0.66 -0.11 4.93 -0.419
C 2.87 3.12 -0.23 -0.255
C -0.67 1.19 3.36 -0.705
C 1.45 1.40 -3.20 -0.233
C 1.37 -5.68 -3.18 -0.052
C -0.63 -4.34 -2.78 -0.497
C -3.84 0.39 1.90 -0.266
C 2.71 -1.86 4.29 -0.038
C -0.73 -6.41 -4.09 -0.039
C 1.43 -0.64 5.97 -0.038
C -4.07 -0.70 -0.60 -0.276
C 2.43 -1.57 5.64 -0.027
C 0.65 -6.59 -3.96 -0.037
C 2.30 2.75 2.42 -0.239
C -0.49 3.25 -2.46 -0.241
C 0.87 -0.46 3.59 -0.311
C -3.67 2.14 -0.34 -0.251
C 1.60 -1.62 -0.94 -0.213
C -1.37 -5.31 -3.50 -0.083
C 0.69 4.34 0.92 -0.251
H 1.48 -1.77 -2.01 0.063
H 3.56 -2.51 4.04 0.128
H -0.54 -2.15 -0.87 -0.218
H -0.62 3.42 -3.54 0.081
H 0.32 3.90 -2.10 0.041
H 2.99 -2.06 6.43 0.128
H -1.62 2.95 3.48 0.122
H 1.61 2.97 3.25 0.054
H 2.20 2.11 -2.84 0.038
H 1.17 1.63 -4.23 0.076
H -3.81 -1.69 -0.19 0.042
H 1.88 0.39 -3.16 0.044
H 2.82 0.19 -1.05 0.068
H 3.30 4.03 0.22 0.070
H -2.27 0.88 -3.09 0.043
H -1.00 1.07 -4.38 0.074
H 2.59 3.31 -1.27 0.027
H 1.30 -3.92 -1.96 0.058
H -3.40 2.28 -1.40 0.032
H 2.09 -1.61 2.20 0.079
H 2.81 1.80 2.63 0.050
H -1.08 -0.42 -3.35 -0.041
H 3.05 3.57 2.34 0.072
H 1.52 5.06 0.96 0.075
H -2.45 -5.20 -3.61 0.113
H -1.41 3.51 -1.94 0.040
H 2.44 -5.80 -3.06 0.120
H -3.59 1.23 2.56 0.035
H 3.61 2.31 -0.22 0.056
H 1.21 -0.35 6.99 0.127
H 2.69 -0.56 0.62 0.065
H -1.30 -7.14 -4.67 0.129
H 1.16 -7.42 -4.45 0.125
H -3.87 -0.69 -1.68 0.033
H 0.06 4.56 0.05 0.034
H 0.09 4.45 1.83 0.048
H -4.93 0.31 1.74 0.074
H -4.77 2.19 -0.25 0.080
H 1.43 -2.52 -0.36 0.078
H -3.23 2.96 0.26 0.045
H -3.51 -0.55 2.36 0.059
H -1.12 2.57 1.87 0.044
H -5.13 -0.48 -0.39 0.074



(2)
15
Properties=species:S:1:pos:R:3:lowdin_charge:R:1 method="wB97M-V/def2-TZVPD" max_force_ev_per_a=5.4 homo_lumo_gap_ev="9.228 / 6.483" total_charge=+1 total_energy_ha=-2178.6506 multiplicity=2 e_homo_ev="-13.766 / -13.496"
Cu 4.25 0.63 0.32 0.663
O -1.06 0.34 0.67 -0.009
O 2.55 0.44 -0.09 -0.300
O 3.82 -1.27 0.28 0.003
O -3.00 1.31 0.10 0.195
O -2.63 -0.87 -0.27 0.094
C -0.39 -0.91 0.34 -0.111
C -2.33 0.32 0.24 -0.580
C -1.39 -1.54 -0.61 -0.092
C 2.66 -0.87 -0.06 -0.307
Li 0.87 1.29 -0.06 0.811
H 1.03 -1.39 0.17 0.210
H -0.33 -1.40 1.32 0.128
H -1.19 -1.35 -1.67 0.146
H -1.50 -2.62 -0.45 0.149



(3)
15
Properties=species:S:1:pos:R:3:lowdin_charge:R:1 method="wB97M-V/def2-TZVPD" max_force_ev_per_a=6.1 homo_lumo_gap_ev=9.249 total_energy_ha=-345.7007 e_homo_ev=-8.306
O 0.47 -0.45 0.42 -0.164
O 3.36 -0.43 -0.28 0.033
C -0.40 0.57 0.24 -0.392
C 0.16 -1.76 -0.01 -0.089
C 0.24 1.76 0.30 0.068
C 3.43 0.56 0.26 0.017
C -1.82 0.47 -0.31 -0.034
H -2.38 -0.23 0.42 0.108
H 1.25 1.86 0.48 -0.001
H -2.17 1.41 -0.24 0.022
H 1.00 -2.39 -0.24 0.069
H -0.19 2.67 0.25 0.019
H -0.65 -1.79 -0.89 0.117
H -0.37 -2.21 0.94 0.116
H -1.93 -0.05 -1.34 0.111



Looking at energy above the lowest of the compared OMol25 structures with the same formula, charge and spin for the records above, in order, we have 8.1, 31.7, 65.5 kcal/mol.